ORCA calculation (wB97M-V/def2-TZVPD) on 13 unconnected molecules or ions with the total composition C32H78N8O15 at a distorted geometry.

Each line ends with the Mulliken charge.
Geometry (Å):
C: -0.431 34.301 -30.757  -0.830
N: -0.394 33.370 -31.866  0.263
H: 0.254 37.300 -33.963  0.404
H: -2.523 39.596 -25.760  0.378
H: 4.734 38.384 -33.189  0.085
H: 2.969 39.122 -28.377  -0.554
H: 7.224 38.613 -30.225  0.301
C: 3.791 31.761 -30.351  0.613
H: 3.093 32.237 -29.648  0.139
C: 0.743 38.663 -25.835  -0.662
H: 0.759 37.394 -32.229  -0.118
C: 6.541 32.312 -24.127  0.145
H: 4.093 42.834 -26.382  0.490
H: 5.753 37.510 -24.681  0.266
C: 6.587 38.220 -31.013  -0.873
H: -0.457 35.430 -29.286  -0.848
H: 4.098 33.486 -33.252  0.173
H: -1.140 33.997 -29.980  0.299
H: 2.972 37.354 -31.033  0.026
H: 7.178 31.427 -23.969  0.271
H: 2.803 30.537 -28.359  0.306
C: 5.449 39.197 -33.044  -0.853
H: 6.062 29.423 -29.767  0.330
C: 2.797 35.266 -33.458  1.663
H: 8.266 31.449 -25.876  0.345
H: 0.020 38.731 -33.103  0.173
O: 2.159 34.172 -36.618  -0.573
O: 5.831 32.810 -23.279  -0.579
H: 2.268 42.696 -29.460  0.367
H: 0.925 40.470 -32.451  0.517
C: 5.371 35.191 -33.623  -1.466
C: 6.949 39.622 -26.784  -0.260
H: 7.104 31.756 -27.237  0.241
O: -1.279 37.114 -32.618  -0.589
H: -1.320 36.205 -32.985  0.355
C: 7.490 41.981 -27.169  0.385
C: 1.863 40.379 -31.909  -0.829
H: 4.440 41.275 -27.072  -0.220
C: 0.546 32.276 -31.827  -0.734
O: -1.907 34.520 -33.054  -0.681
H: 3.678 37.106 -23.817  0.524
O: -0.261 37.387 -28.834  -0.288
H: 2.756 41.840 -27.197  0.174
H: 4.210 36.142 -27.429  0.009
H: 7.581 40.535 -24.285  0.324
H: 1.234 39.571 -29.310  -0.320
H: 0.836 41.186 -28.743  0.323
C: 3.684 35.947 -28.376  -0.052
H: 5.946 40.973 -24.631  0.236
O: 3.338 41.188 -25.345  -0.439
H: 7.261 39.445 -27.810  -0.056
C: 6.981 41.208 -24.904  -0.919
C: -1.655 39.326 -26.356  -0.753
C: -1.216 33.521 -32.928  0.037
H: 7.461 41.580 -28.193  0.198
H: 2.298 35.015 -32.524  -0.852
H: 4.323 38.847 -29.471  -0.962
H: 6.205 34.431 -26.643  0.291
H: -1.012 35.896 -27.600  0.427
H: 1.237 38.336 -24.924  0.573
C: 2.507 42.213 -30.416  0.171
C: 3.743 38.409 -28.662  1.764
H: 3.746 38.532 -24.947  0.289
H: 3.076 36.326 -33.464  -0.443
C: -0.261 36.014 -28.383  0.566
H: 0.891 31.920 -32.800  0.473
N: 6.573 32.689 -25.421  0.260
H: -1.575 39.951 -27.248  0.251
H: 8.224 32.926 -26.731  0.318
H: 7.150 42.226 -24.572  0.335
O: 7.681 43.111 -26.767  -0.637
H: -1.006 37.535 -29.422  0.241
H: 5.228 34.352 -25.217  0.321
H: 5.039 41.147 -31.594  0.473
H: 2.742 40.669 -32.478  0.209
N: 3.284 37.069 -29.016  1.279
N: 5.851 39.305 -31.646  0.267
C: 5.332 29.831 -30.460  -1.049
H: 5.271 36.227 -33.947  0.325
H: 4.969 33.217 -26.567  0.354
H: 0.635 37.802 -26.491  -0.203
H: 5.870 30.366 -31.240  0.292
H: 2.152 35.923 -30.351  -0.814
N: 1.836 41.063 -30.635  0.346
O: 5.145 37.033 -25.254  -0.482
H: 0.750 35.808 -28.035  0.168
O: 4.164 32.201 -31.423  -0.777
H: 2.078 39.317 -31.747  0.039
H: 4.985 40.098 -33.437  0.388
O: -1.301 40.955 -24.073  -0.602
H: 6.355 38.961 -33.605  0.398
O: 3.246 42.694 -31.261  -0.615
N: 4.264 30.603 -29.843  0.146
C: 5.575 40.425 -30.962  -0.250
H: 3.101 36.899 -25.433  0.130
H: 6.115 34.732 -34.272  0.417
H: -0.674 35.292 -31.133  0.082
H: 5.690 35.087 -32.586  0.316
H: 0.511 34.300 -30.204  0.131
H: 0.180 31.404 -31.277  0.343
H: 1.495 32.597 -31.392  -0.149
C: 2.620 34.400 -35.547  0.538
C: 3.656 41.854 -26.577  -0.233
H: 1.507 37.534 -29.976  -0.024
C: 4.043 34.436 -33.778  0.789
C: -0.017 37.647 -32.959  -0.105
H: 3.172 41.913 -24.736  0.259
O: 3.420 34.825 -28.779  -0.562
N: -0.462 39.443 -25.546  0.118
C: 3.687 29.977 -28.676  -1.031
H: 7.563 38.911 -26.218  0.389
H: -1.821 38.316 -26.732  0.175
C: 3.835 37.449 -24.845  -0.667
N: 7.191 40.963 -26.325  0.087
H: 1.429 39.282 -26.425  0.259
H: 4.369 29.842 -27.840  0.300
H: 5.901 39.369 -26.608  -0.068
O: 3.872 34.117 -35.172  -0.397
H: 7.114 37.606 -31.740  0.417
H: -0.088 40.465 -30.074  0.395
H: 3.229 29.035 -28.999  0.374
H: 0.647 40.338 -24.082  0.315
H: -1.161 32.721 -33.675  0.438
C: 0.905 40.562 -29.631  -0.566
H: 4.828 29.030 -31.011  0.362
O: 1.911 34.952 -34.524  -0.438
O: 5.837 40.636 -29.784  -0.519
C: 2.414 36.962 -30.179  0.318
H: 5.892 37.539 -30.509  0.096
C: -0.362 40.324 -24.521  0.090
C: 7.566 32.147 -26.328  -0.883
C: 5.718 33.732 -25.960  -1.108
H: 4.404 38.263 -27.806  -0.529

multiplicity	1
relative energy (zero: lowest compared OMol25 entry of this formula, charge and spin)	0.0000	eV
total charge	0